w | {
  "formula": "C23H69N4O11",
  "method": "ωB97M-V with the def2-TZVPD basis set",
  "symbols": ["N", "H", "H", "H", "H", "C", "O", "H", "H", "H", "H", "C", "O", "H", "H", "H", "H", "C", "O", "H", "H", "H", "H", "C", "O", "H", "H", "H", "H", "C", "O", "H", "H", "H", "H", "C", "O", "C", "C", "N", "C", "C", "O", "C", "H", "H", "H", "H", "H", "H", "H", "H", "H", "H", "H", "H", "H", "H", "H", "C", "O", "C", "C", "N", "C", "C", "O", "C", "H", "H", "H", "H", "H", "H", "H", "H", "H", "H", "H", "H", "H", "H", "H", "C", "O", "C", "C", "N", "C", "C", "O", "C", "H", "H", "H", "H", "H", "H", "H", "H", "H", "H", "H", "H", "H", "H", "H"],
  "xyz": [[1.44787, -0.53892, -1.59774], [2.22787, 0.09808, -1.52774], [0.61587, -0.15992, -0.91074], [1.70287, -1.45692, -1.30874], [1.08387, -0.31692, -2.38474], [4.61487, -2.55192, -1.84274], [5.02687, -1.21092, -1.91474], [4.15387, -2.97092, -2.63674], [4.17487, -2.64292, -0.87274], [5.37287, -3.21092, -2.09574], [5.84787, -1.07392, -1.59074], [2.67787, 2.94908, 0.20026], [3.33687, 1.87208, -0.50974], [3.37687, 3.27508, 0.96526], [1.97387, 2.67308, 0.78726], [2.42987, 3.85808, -0.48574], [4.13887, 2.23508, -0.77274], [2.82887, -0.19892, -5.02674], [2.43287, 0.91308, -4.11974], [3.75887, 0.06608, -5.58974], [2.23987, -0.55092, -5.85974], [2.86987, -1.09592, -4.46274], [3.04787, 1.37208, -4.39174], [-0.81413, 0.23808, -4.80474], [-1.72913, -0.46092, -3.91674], [-1.38413, 0.78608, -5.61774], [-0.40113, -0.65592, -5.30974], [-0.22113, 1.02508, -4.12774], [-2.82313, -0.51292, -4.07874], [-0.07313, -3.74692, -2.62774], [1.11087, -3.11292, -3.14674], [0.25287, -4.60392, -2.17774], [-0.68413, -4.10692, -3.46974], [-0.60313, -3.10592, -1.93774], [1.53387, -3.69492, -3.94174], [-0.86413, 2.34308, -1.52774], [-1.76813, 2.03308, -0.48674], [-3.20713, 2.18108, -0.84474], [-4.04213, 1.94208, 0.53226], [-5.51013, 1.83308, 0.26426], [-6.29513, 1.71108, 1.56226], [-7.77913, 1.67908, 1.19526], [-8.53613, 1.78608, 2.31626], [-9.94113, 1.72908, 2.07626], [-0.99113, 3.47908, -1.78274], [-1.05913, 1.94908, -2.47674], [0.23487, 2.06008, -1.15274], [-3.50313, 1.44508, -1.51374], [-3.45513, 3.23408, -1.06374], [-3.69713, 2.69008, 1.27226], [-3.64013, 0.87608, 0.87626], [-5.74613, 1.01508, -0.50474], [-6.12213, 2.72808, 1.92126], [-6.07713, 1.15208, 2.17526], [-7.94113, 0.79208, 0.72726], [-8.03813, 2.31208, 0.27926], [-10.54413, 2.00808, 3.15626], [-10.00913, 0.66808, 1.65426], [-10.07213, 2.49408, 1.36926], [1.48287, -4.09192, 0.50926], [1.88587, -2.73492, 0.85026], [2.95687, -2.63992, 1.65326], [3.16987, -1.15792, 1.82926], [4.36587, -1.06692, 2.56626], [4.48687, 0.20708, 3.31326], [5.92287, 0.33708, 3.86226], [6.11087, 1.62608, 4.37026], [7.36687, 1.93108, 4.93826], [0.53587, -4.26592, 0.01926], [1.34287, -4.69192, 1.38926], [2.18387, -4.30192, -0.27674], [3.94787, -3.14192, 1.37526], [2.82787, -3.30192, 2.66926], [2.42487, -0.67192, 2.32726], [3.29387, -0.56192, 0.84026], [4.41287, -1.91492, 3.30226], [3.59587, 0.22908, 4.15326], [4.13287, 1.09808, 2.61326], [6.81487, 0.25208, 3.16126], [6.06887, -0.25292, 4.79826], [7.41387, 3.00708, 5.23226], [8.13687, 1.73708, 4.23626], [7.77387, 1.54108, 5.75226], [-3.68813, -3.80392, -1.66974], [-2.71613, -3.25792, -0.73174], [-2.66713, -1.85292, -0.64774], [-1.83513, -1.42492, 0.51526], [-1.53213, 0.01408, 0.40626], [-1.06713, 0.45808, 1.69626], [-0.65813, 1.90108, 1.65026], [0.06387, 2.23308, 2.82126], [0.17187, 3.69908, 2.91826], [-3.73813, -4.91692, -1.60274], [-3.38413, -3.58592, -2.63274], [-4.68413, -3.47492, -1.37974], [-3.62013, -1.39592, -0.65874], [-2.03613, -1.30692, -1.46474], [-0.91913, -1.92392, 0.55226], [-2.47813, -1.62692, 1.32626], [-2.29913, 0.58308, 0.20026], [-0.06113, -0.13792, 2.19926], [-1.78913, 0.16008, 2.34526], [-1.68113, 2.62608, 1.83026], [-0.04113, 2.17408, 0.86926], [0.42187, 4.23108, 1.85526], [1.11087, 3.85208, 3.51226], [-0.47113, 4.08708, 3.68626]],
  "lowdin_charge": [0.38, 0.09, 0.20, 0.09, 0.00, -0.13, -0.06, 0.04, 0.07, 0.07, 0.03, -0.11, -0.11, 0.09, -0.03, 0.13, 0.05, -0.07, -0.03, 0.11, 0.07, 0.04, -0.09, -0.15, -0.27, 0.09, 0.08, 0.09, 0.19, -0.13, -0.20, 0.04, 0.10, 0.06, 0.17, -0.08, -0.36, -0.10, -0.18, -0.07, -0.12, -0.29, -0.20, -0.08, 0.13, 0.02, 0.11, 0.09, 0.13, 0.11, 0.13, 0.18, 0.14, -0.01, 0.07, 0.15, 0.17, 0.11, 0.05, -0.04, -0.22, -0.32, -0.27, -0.12, -0.19, -0.23, -0.21, -0.11, 0.06, 0.09, 0.09, 0.14, 0.17, 0.07, 0.14, 0.17, 0.16, 0.14, 0.14, 0.13, 0.11, 0.07, 0.03, -0.05, -0.19, -0.25, -0.19, -0.08, -0.18, -0.24, -0.22, -0.09, 0.10, 0.05, 0.09, 0.11, 0.13, 0.09, 0.11, 0.01, 0.19, 0.08, 0.18, 0.05, 0.14, 0.08, 0.07],
  "homo_ev": -10.738,
  "charge": 1
}

---

x | {
  "formula": "C23H69N4O11",
  "method": "ωB97M-V with the def2-TZVPD basis set",
  "symbols": ["N", "H", "H", "H", "H", "C", "O", "H", "H", "H", "H", "C", "O", "H", "H", "H", "H", "C", "O", "H", "H", "H", "H", "C", "O", "H", "H", "H", "H", "C", "O", "H", "H", "H", "H", "C", "O", "C", "C", "N", "C", "C", "O", "C", "H", "H", "H", "H", "H", "H", "H", "H", "H", "H", "H", "H", "H", "H", "H", "C", "O", "C", "C", "N", "C", "C", "O", "C", "H", "H", "H", "H", "H", "H", "H", "H", "H", "H", "H", "H", "H", "H", "H", "C", "O", "C", "C", "N", "C", "C", "O", "C", "H", "H", "H", "H", "H", "H", "H", "H", "H", "H", "H", "H", "H", "H", "H"],
  "xyz": [[1.46132, -0.35159, -1.31772], [1.71332, -0.49059, -2.25172], [1.00132, 0.42741, -1.18372], [2.32232, -0.10859, -0.90572], [0.80932, -1.12959, -0.89072], [4.14132, 2.33141, -0.34872], [2.75932, 2.46741, -0.69072], [4.52632, 1.42741, -0.95472], [4.10232, 2.17041, 0.63728], [4.72532, 3.07241, -0.73972], [2.62332, 3.41641, -0.91372], [4.19432, -0.88759, -4.59772], [4.03432, -0.19259, -3.41172], [4.80732, -0.16659, -5.28872], [3.30832, -1.25059, -5.18072], [4.85932, -1.58259, -4.27972], [4.67532, 0.42841, -3.34372], [1.12432, 1.12641, -4.67672], [-0.03168, 0.51841, -3.94172], [0.73332, 1.99941, -5.31572], [1.59132, 0.38241, -5.01972], [1.67432, 1.69841, -3.95472], [-0.75468, 0.47041, -4.52472], [1.76132, -3.67559, -2.83472], [0.54332, -3.28259, -2.11072], [1.96332, -4.65559, -2.72172], [2.58732, -2.90959, -2.52272], [1.41632, -3.34859, -3.78372], [-0.28468, -3.69959, -2.53272], [3.93032, -3.24159, -1.32772], [4.14632, -2.14059, -0.35372], [4.15032, -4.38459, -1.05472], [4.70732, -3.20559, -2.03472], [2.98232, -2.96759, -1.82672], [4.85132, -1.57359, -0.63072], [-2.03868, 2.75341, -1.35672], [-2.85768, 2.06241, -0.38972], [-4.21868, 2.08941, -0.86672], [-5.13168, 1.37941, 0.27228], [-6.51868, 1.24641, -0.10572], [-7.30668, 0.95341, 0.95528], [-8.81168, 0.91641, 0.37628], [-9.77268, 0.55741, 1.38828], [-11.09968, 0.51541, 0.90028], [-0.97868, 2.62241, -1.07072], [-2.26868, 3.77641, -1.70472], [-2.41168, 2.19641, -2.27472], [-4.25568, 1.32541, -1.68772], [-4.68768, 3.13441, -1.11172], [-5.19068, 1.92741, 1.13328], [-4.93968, 0.28341, 0.53328], [-6.46468, 0.39741, -0.71372], [-7.46068, 1.79141, 1.60528], [-7.06068, -0.07559, 1.57328], [-8.72468, 0.39941, -0.53072], [-8.98668, 1.84441, 0.02228], [-11.75368, 0.03741, 1.44228], [-11.13668, 0.08841, -0.11472], [-11.44968, 1.58041, 0.81228], [1.42532, -3.22859, 1.16828], [1.70932, -1.91259, 1.27828], [2.92532, -1.55959, 1.73828], [2.90232, -0.25159, 2.53428], [4.27832, -0.35159, 3.18328], [4.63832, 0.87741, 4.00828], [6.14732, 0.77041, 4.22228], [6.33732, 1.93341, 5.24228], [7.63532, 1.91141, 5.87228], [1.62432, -3.68359, 2.17428], [2.02132, -3.40359, 0.34928], [0.32632, -3.42159, 0.66228], [3.77732, -1.50559, 0.87028], [3.12932, -2.28759, 2.40328], [2.23832, -0.24159, 3.43428], [2.93032, 0.50541, 1.98228], [4.42532, -1.15859, 3.89628], [3.99832, 0.93241, 4.82428], [4.66332, 1.91341, 3.45228], [6.62032, 1.09641, 3.34128], [6.52932, -0.13459, 4.61728], [8.38232, 1.91141, 5.24628], [7.66732, 0.94441, 6.39928], [7.50432, 2.61041, 6.63328], [-3.45368, -2.45559, -3.48372], [-2.80868, -2.50459, -2.13372], [-2.16968, -1.35259, -1.71572], [-2.08368, -1.28459, -0.20172], [-1.30068, -0.12659, 0.21228], [-1.33568, -0.00059, 1.62428], [-0.58868, 1.26041, 2.01628], [-0.72368, 1.32641, 3.51028], [-0.49968, 2.56841, 3.98128], [-2.74568, -2.13159, -4.39972], [-4.32168, -1.64659, -3.37972], [-3.92168, -3.47859, -3.84772], [-2.52268, -0.42459, -2.17872], [-1.12668, -1.29759, -2.27272], [-1.80068, -2.20259, 0.03628], [-3.15468, -1.20059, -0.10772], [-1.81068, 0.85641, 0.12028], [-0.75268, -0.90859, 2.05328], [-2.40368, 0.06441, 2.17028], [-1.19668, 2.16841, 1.67328], [0.48432, 1.44541, 1.72328], [-1.13368, 3.31241, 3.69128], [0.64732, 2.83041, 3.83428], [-0.74268, 2.42241, 5.28428]],
  "lowdin_charge": [0.38, 0.08, 0.03, 0.09, 0.17, -0.10, -0.14, 0.10, 0.03, 0.06, 0.10, -0.14, -0.11, 0.13, 0.10, 0.04, 0.02, -0.05, -0.14, 0.13, -0.02, 0.06, 0.04, -0.08, -0.16, 0.07, 0.03, 0.09, 0.13, -0.07, -0.15, 0.16, 0.07, -0.05, 0.08, -0.08, -0.29, -0.14, -0.18, -0.13, -0.25, -0.19, -0.16, -0.10, 0.09, 0.09, 0.09, 0.11, 0.16, 0.08, 0.13, 0.14, 0.11, 0.18, 0.09, 0.08, 0.02, 0.10, 0.11, -0.10, -0.23, -0.27, -0.13, -0.08, -0.20, -0.14, -0.22, -0.09, 0.12, 0.03, 0.14, 0.11, 0.07, 0.14, 0.01, 0.15, 0.09, 0.15, 0.09, 0.10, 0.03, 0.09, 0.07, -0.08, -0.21, -0.30, -0.18, -0.06, -0.26, -0.17, -0.24, -0.20, 0.11, 0.11, 0.11, 0.10, 0.11, 0.07, 0.11, 0.10, 0.14, 0.17, 0.13, 0.12, 0.03, 0.11, 0.17],
  "homo_ev": -10.616,
  "charge": 1
}

---

Least stable = x